#w
Computed, not measured: C2H6N4O in the gas phase, with ωB97M-V/def2-TZVPD.

Properties
SMILES ... [H]/N=c1/on(C)n1N
Kohn-Sham gap ... 9.9324 eV
LUMO energy ... 0.9 eV

Geometry as ORCA input:
```
! RIJCOSX wB97M-V def2-TZVPD def2/J DEFGRID3
* xyz 0 1
H -2.998 -0.126 0.471
N -2.459 -0.909 0.125
C -1.243 -0.683 -0.019
O -0.277 -1.516 -0.475
N 0.670 -0.366 -0.545
C 1.816 -0.625 0.292
N -0.372 0.422 0.128
N -0.680 1.698 -0.254
H 2.428 0.276 0.288
H 1.536 -0.888 1.317
H 2.374 -1.442 -0.161
H 0.013 2.352 0.093
H -0.807 1.806 -1.260
*
```

How positive or negative is each atom? The Mulliken charges in e answer that: number 1, H, carries 0.26; number 2, N, carries -0.65; number 3, C, carries 0.57; number 4, O, carries -0.33; number 5, N, carries -0.07; number 6, C, carries -0.66; number 7, N, carries 0.13; number 8, N, carries -0.61; number 9, H, carries 0.29; number 10, H, carries 0.33; number 11, H, carries 0.25; number 12, H, carries 0.26; number 13, H, carries 0.23


#x
Computed, not measured: C2H6N4O in the gas phase, with ωB97M-V/def2-TZVPD.

Properties
SMILES ... [H]/N=C(\NO)NN=C
Kohn-Sham gap ... 9.5358 eV
LUMO energy ... 0.7 eV

Geometry as ORCA input:
```
! RIJCOSX wB97M-V def2-TZVPD def2/J DEFGRID3
* xyz 0 1
H -0.237 2.312 0.239
N 0.395 1.565 -0.165
C -0.302 0.490 -0.124
N -1.726 0.489 0.156
O -2.250 -0.830 0.012
N 0.282 -0.677 -0.067
N 1.652 -1.015 -0.173
C 2.512 -0.029 0.255
H -2.304 1.165 -0.412
H -2.449 -1.243 0.945
H -0.303 -1.484 -0.627
H 2.206 0.953 0.497
H 3.613 -0.368 0.212
*
```

How positive or negative is each atom? The Mulliken charges in e answer that: number 1, H, carries 0.19; number 2, N, carries -0.73; number 3, C, carries 0.55; number 4, N, carries -0.18; number 5, O, carries -0.50; number 6, N, carries 0.15; number 7, N, carries -0.74; number 8, C, carries -0.36; number 9, H, carries 0.28; number 10, H, carries 0.36; number 11, H, carries 0.33; number 12, H, carries 0.42; number 13, H, carries 0.24


#y
Computed, not measured: C2H6N4O in the gas phase, with ωB97M-V/def2-TZVPD.

Properties
SMILES ... [H]/N=C(N)/C(O)=N/N
Kohn-Sham gap ... 9.3276 eV
LUMO energy ... 0.6 eV

Geometry as ORCA input:
```
! RIJCOSX wB97M-V def2-TZVPD def2/J DEFGRID3
* xyz 0 1
H 2.342 -1.872 -0.328
N 1.397 -1.608 -0.226
C 1.114 -0.420 0.025
N 1.932 0.748 0.160
C -0.302 0.045 0.002
O -0.442 1.388 -0.247
N -1.211 -0.780 0.151
N -2.541 -0.422 0.119
H 1.819 1.410 0.782
H 2.927 0.573 0.178
H -1.280 1.896 -0.031
H -3.017 -1.286 -0.068
H -2.739 0.329 -0.517
*
```

How positive or negative is each atom? The Mulliken charges in e answer that: number 1, H, carries 0.23; number 2, N, carries -0.58; number 3, C, carries 0.24; number 4, N, carries -0.40; number 5, C, carries 0.58; number 6, O, carries -0.55; number 7, N, carries -0.15; number 8, N, carries -0.62; number 9, H, carries 0.19; number 10, H, carries 0.22; number 11, H, carries 0.35; number 12, H, carries 0.28; number 13, H, carries 0.19


Order from most stable to least stable according to the calculation: #y, #w, #x